Computed, not measured: 12 unconnected molecules or ions with the total composition C48H88BO38, with ωB97M-V/def2-TZVPD.

Element x y z (Å)
O (-0.822, 1.809, 4.812)
C (-0.222, 1.531, 3.774)
O (-0.872, 1.233, 2.597)
B (0.140, 0.890, 1.611)
O (1.456, 1.200, 2.201)
C (1.309, 1.611, 3.420)
O (2.137, 1.996, 4.217)
O (-0.133, 1.626, 0.360)
C (-0.659, 0.813, -0.519)
O (-1.145, 1.092, -1.645)
C (-0.384, -0.640, 0.013)
O (-0.030, -0.490, 1.246)
O (-0.579, -1.711, -0.577)
C (2.669, 5.021, -10.075)
C (1.964, 4.015, -11.057)
O (1.087, 3.076, -10.388)
C (-0.125, 3.462, -10.109)
O (-0.515, 4.648, -10.302)
O (-0.721, 2.491, -9.325)
C (-1.803, 2.818, -8.451)
H (3.349, 5.719, -10.563)
H (3.317, 4.457, -9.404)
H (1.914, 5.591, -9.534)
H (2.713, 3.389, -11.541)
H (1.503, 4.519, -11.907)
H (-2.618, 2.110, -8.602)
H (-2.232, 3.809, -8.600)
H (-1.549, 2.725, -7.395)
C (1.627, -6.918, -2.444)
C (1.474, -7.203, -3.954)
O (1.519, -8.541, -4.215)
C (1.042, -8.998, -5.391)
O (0.664, -8.267, -6.296)
O (1.145, -10.323, -5.380)
C (0.794, -11.054, -6.479)
H (0.654, -6.829, -1.960)
H (2.206, -6.021, -2.224)
H (2.192, -7.695, -1.929)
H (2.234, -6.794, -4.619)
H (0.549, -6.760, -4.321)
H (1.214, -10.540, -7.344)
H (-0.280, -10.939, -6.626)
H (0.960, -12.131, -6.438)
C (6.893, -3.123, 7.615)
C (6.090, -1.864, 7.803)
O (5.366, -2.087, 9.010)
C (4.438, -1.306, 9.559)
O (3.882, -1.590, 10.608)
O (4.117, -0.333, 8.712)
C (3.129, 0.651, 9.099)
H (6.223, -3.977, 7.525)
H (7.581, -3.268, 8.448)
H (7.291, -3.190, 6.603)
H (5.332, -1.670, 7.044)
H (6.711, -0.968, 7.770)
H (2.110, 0.339, 8.870)
H (3.352, 1.557, 8.536)
H (3.112, 0.786, 10.181)
C (0.465, 5.995, -3.558)
C (1.772, 5.237, -3.953)
O (2.744, 6.220, -4.369)
C (3.962, 5.798, -4.713)
O (4.366, 4.625, -4.578)
O (4.684, 6.892, -5.096)
C (6.014, 6.621, -5.469)
H (-0.359, 5.291, -3.436)
H (0.183, 6.733, -4.310)
H (0.627, 6.593, -2.662)
H (1.520, 4.555, -4.765)
H (2.138, 4.713, -3.070)
H (6.698, 6.172, -4.749)
H (6.414, 7.609, -5.699)
H (6.039, 6.081, -6.416)
C (-5.868, -1.963, 0.639)
C (-6.109, -2.714, -0.728)
O (-7.103, -3.761, -0.624)
C (-6.856, -4.916, 0.006)
O (-5.778, -5.192, 0.550)
O (-7.917, -5.740, -0.225)
C (-7.900, -7.106, 0.379)
H (-5.259, -2.638, 1.240)
H (-6.802, -1.711, 1.141)
H (-5.340, -1.033, 0.427)
H (-5.138, -3.126, -1.005)
H (-6.393, -2.152, -1.617)
H (-7.738, -7.078, 1.456)
H (-7.140, -7.794, 0.007)
H (-8.855, -7.630, 0.407)
C (2.212, 7.104, 5.234)
C (3.063, 8.238, 4.609)
O (4.143, 7.615, 3.948)
C (3.908, 7.056, 2.736)
O (2.834, 6.983, 2.131)
O (5.063, 6.493, 2.180)
C (5.051, 5.874, 0.902)
H (2.780, 6.281, 5.668)
H (1.535, 6.729, 4.467)
H (1.606, 7.553, 6.021)
H (3.533, 8.864, 5.368)
H (2.413, 8.964, 4.120)
H (4.416, 6.403, 0.191)
H (4.610, 4.878, 0.953)
H (6.003, 5.845, 0.371)
C (0.160, -3.572, 6.135)
C (1.499, -3.719, 5.341)
O (2.202, -4.899, 5.559)
C (3.128, -5.396, 4.749)
O (3.459, -6.565, 4.742)
O (3.667, -4.405, 4.055)
C (4.672, -4.752, 3.130)
H (-0.262, -2.648, 5.740)
H (0.406, -3.419, 7.185)
H (-0.515, -4.409, 5.952)
H (2.191, -2.924, 5.620)
H (1.332, -3.614, 4.270)
H (5.109, -3.824, 2.762)
H (4.311, -5.396, 2.329)
H (5.556, -5.268, 3.504)
C (-2.592, -2.833, -6.584)
C (-3.989, -3.247, -6.023)
O (-4.552, -3.986, -7.039)
C (-5.276, -3.521, -8.065)
O (-5.464, -2.318, -8.283)
O (-5.515, -4.553, -8.923)
C (-6.326, -4.454, -10.096)
H (-1.999, -3.638, -7.020)
H (-1.970, -2.428, -5.786)
H (-2.762, -2.031, -7.303)
H (-4.616, -2.415, -5.703)
H (-3.846, -3.902, -5.164)
H (-7.336, -4.132, -9.838)
H (-6.399, -5.436, -10.562)
H (-6.020, -3.657, -10.774)
O (-6.310, 6.326, 5.185)
C (-5.306, 6.759, 5.817)
O (-5.371, 7.510, 6.906)
C (-6.579, 7.506, 7.681)
C (-6.628, 6.308, 8.686)
C (-3.829, 6.506, 5.514)
H (-7.424, 7.647, 7.007)
H (-6.499, 8.414, 8.278)
H (-7.309, 6.565, 9.497)
H (-5.717, 6.013, 9.207)
H (-6.918, 5.400, 8.157)
H (-3.302, 5.852, 6.209)
H (-3.270, 7.422, 5.326)
H (-3.883, 5.974, 4.564)
O (4.139, -3.377, -9.027)
C (4.858, -2.683, -8.344)
O (4.511, -1.642, -7.715)
C (3.139, -1.354, -7.503)
C (3.049, -0.085, -6.651)
C (6.317, -2.999, -8.069)
H (2.686, -2.207, -6.997)
H (2.635, -1.174, -8.452)
H (3.414, -0.374, -5.666)
H (2.007, 0.143, -6.424)
H (3.530, 0.798, -7.072)
H (6.341, -3.371, -7.045)
H (6.783, -2.014, -8.069)
H (6.703, -3.697, -8.812)
O (-4.551, -1.169, 11.284)
C (-3.494, -0.670, 10.882)
O (-3.363, 0.099, 9.821)
C (-4.401, 0.807, 9.186)
C (-4.863, 0.110, 7.897)
C (-2.224, -0.924, 11.646)
H (-4.160, 1.851, 8.988)
H (-5.267, 0.795, 9.848)
H (-4.858, -0.976, 7.999)
H (-4.182, 0.469, 7.125)
H (-5.843, 0.473, 7.587)
H (-1.475, -1.289, 10.945)
H (-2.470, -1.603, 12.463)
H (-1.881, 0.006, 12.101)

As for the HOMO-LUMO gap: 9.143 eV. Its total energy is -4765.9829 a.u. The HOMO energy is -7.45 eV. The spin multiplicity is 1. Its total charge is -1.

=====

Computed, not measured: a single FNO3S molecule, with ωB97M-V/def2-TZVPD.

Element x y z (Å)
N (1.314, -0.425, 0.171)
O (0.224, 0.463, -0.459)
O (2.383, -0.191, -0.212)
O (-2.098, 1.183, 0.238)
F (-1.639, -1.291, 0.437)
S (-1.405, 0.146, -0.488)

As for the HOMO-LUMO gap: 9.799 eV. Its total energy is -778.4045 a.u. The HOMO energy is -11.17 eV. The spin multiplicity is 1.

=====

Computed, not measured: a molecular structure, C54H56Cl2GaGe2NOS5, with ωB97M-V/def2-TZVPD.

Element x y z (Å)
Ga (-2.129, -1.278, 0.778)
C (0.126, -0.108, 5.723)
C (0.998, -0.691, 4.644)
C (0.789, -1.980, 4.178)
C (1.544, -2.510, 3.137)
C (1.246, -3.886, 2.608)
C (2.537, -1.723, 2.552)
C (2.777, -0.427, 3.019)
C (3.813, 0.441, 2.360)
C (2.006, 0.068, 4.062)
C (3.323, -2.233, 1.389)
C (4.520, -2.902, 1.645)
C (5.310, -3.372, 0.610)
C (4.906, -3.163, -0.701)
C (3.713, -2.503, -0.965)
C (2.893, -2.028, 0.073)
Ge (1.006, -1.565, -0.573)
S (-1.765, -3.497, 0.291)
S (-0.037, -0.197, 1.358)
Ge (-0.467, 1.100, -0.442)
S (-2.282, 0.003, -1.115)
S (1.321, 0.567, -1.593)
C (-0.820, 3.055, -0.304)
C (0.210, 3.970, -0.594)
C (-0.057, 5.337, -0.665)
C (-1.330, 5.829, -0.451)
C (-2.339, 4.941, -0.135)
C (-2.106, 3.567, -0.054)
C (-3.309, 2.794, 0.388)
C (-4.392, 2.632, -0.486)
C (-4.282, 2.979, -1.947)
C (-5.569, 2.073, -0.010)
C (-5.706, 1.678, 1.317)
C (-7.003, 1.105, 1.824)
C (-4.620, 1.838, 2.161)
C (-3.419, 2.389, 1.721)
C (-2.280, 2.527, 2.695)
C (1.657, 3.631, -0.782)
C (2.241, 3.685, -2.048)
C (1.421, 3.867, -3.297)
C (3.612, 3.484, -2.169)
C (4.416, 3.258, -1.064)
C (5.895, 3.020, -1.204)
C (3.816, 3.233, 0.190)
C (2.448, 3.396, 0.350)
C (1.836, 3.290, 1.721)
C (3.302, -2.250, -2.380)
C (2.430, -3.123, -3.036)
C (1.963, -4.400, -2.386)
C (2.003, -2.810, -4.324)
C (2.432, -1.664, -4.974)
C (1.912, -1.304, -6.339)
C (3.331, -0.829, -4.320)
C (3.769, -1.100, -3.032)
C (4.705, -0.149, -2.338)
H (-0.352, -0.893, 6.310)
H (-0.666, 0.506, 5.287)
H (0.703, 0.525, 6.398)
H (-0.002, -2.583, 4.611)
H (0.551, -4.415, 3.258)
H (2.157, -4.479, 2.504)
H (0.781, -3.834, 1.619)
H (4.754, -0.093, 2.221)
H (4.003, 1.334, 2.957)
H (3.472, 0.754, 1.369)
H (2.180, 1.080, 4.415)
H (4.823, -3.052, 2.676)
H (6.235, -3.895, 0.821)
H (5.518, -3.509, -1.527)
H (0.762, 6.010, -0.890)
H (-1.530, 6.891, -0.513)
H (-3.340, 5.301, 0.071)
H (-3.686, 3.874, -2.118)
H (-5.269, 3.128, -2.384)
H (-3.792, 2.158, -2.477)
H (-6.403, 1.942, -0.693)
H (-7.516, 0.540, 1.045)
H (-7.676, 1.900, 2.155)
H (-6.834, 0.440, 2.672)
H (-4.699, 1.521, 3.195)
H (-2.657, 2.572, 3.717)
H (-1.683, 3.419, 2.502)
H (-1.613, 1.662, 2.634)
H (0.482, 4.383, -3.103)
H (1.176, 2.888, -3.718)
H (1.979, 4.429, -4.046)
H (4.057, 3.494, -3.159)
H (6.227, 3.189, -2.228)
H (6.147, 1.992, -0.935)
H (6.464, 3.679, -0.545)
H (4.431, 3.073, 1.069)
H (2.609, 3.318, 2.488)
H (1.295, 2.346, 1.834)
H (1.126, 4.098, 1.912)
H (1.816, -4.282, -1.313)
H (2.703, -5.192, -2.529)
H (1.020, -4.729, -2.821)
H (1.304, -3.475, -4.821)
H (1.423, -2.155, -6.813)
H (2.716, -0.962, -6.993)
H (1.180, -0.496, -6.267)
H (3.679, 0.072, -4.815)
H (5.120, 0.566, -3.048)
H (5.525, -0.679, -1.851)
H (4.174, 0.411, -1.564)
O (-4.766, -1.299, 0.204)
H (-4.951, -0.902, 1.067)
H (-4.771, -0.553, -0.411)
Cl (-3.124, -1.114, 2.744)
S (-2.912, -4.916, 2.658)
C (-3.103, -4.289, 1.144)
Cl (-8.014, -5.509, 1.362)
C (-6.640, -4.926, 0.467)
C (-6.803, -4.548, -0.864)
C (-5.641, -4.129, -1.525)
C (-4.442, -4.056, -0.888)
N (-4.313, -4.389, 0.456)
C (-5.440, -4.873, 1.109)
H (-7.767, -4.583, -1.346)
H (-5.674, -3.847, -2.569)
H (-3.539, -3.731, -1.372)
H (-5.293, -5.176, 2.131)

As for the HOMO-LUMO gap (spin up / spin down): 6.370 / 6.223 eV. Its total energy is -11211.6666 a.u. The HOMO energy (spin up / spin down) is -4.04 / -4.65 eV. The spin multiplicity is 2. Its total charge is -1.

=====

Computed, not measured: a single C5H6N2 molecule, with ωB97M-V/def2-TZVPD.

Element x y z (Å)
N (-1.198, 2.200, 1.358)
C (-0.950, 1.603, 0.398)
C (-0.661, 0.832, -0.796)
C (0.582, 0.041, -0.935)
C (1.085, -0.409, 0.429)
C (-0.276, -1.132, 0.542)
N (-0.736, -0.638, -0.796)
H (-1.073, 1.269, -1.701)
H (1.120, 0.003, -1.879)
H (1.947, -1.078, 0.403)
H (1.277, 0.403, 1.137)
H (-0.179, -2.217, 0.465)
H (-0.936, -0.878, 1.376)

As for the SMILES: N#C[C@H]1[C@H]2CCN21. As for the HOMO-LUMO gap: 10.782 eV. Its total energy is -303.5495 a.u. The HOMO energy is -9.84 eV. The spin multiplicity is 1.

=====

Computed, not measured: a single C3H6N2O molecule, with ωB97M-V/def2-TZVPD.

Element x y z (Å)
H (-1.591, 1.539, -1.346)
N (-1.023, 0.759, -1.684)
C (-0.396, 0.130, -0.779)
C (-0.628, 0.343, 0.885)
N (0.546, -0.868, -0.951)
C (1.250, -0.782, 0.311)
O (2.167, -0.039, 0.513)
H (-1.042, 1.330, 0.835)
H (0.070, 0.418, 1.764)
H (-1.350, -0.414, 1.208)
H (1.147, -0.898, -1.774)
H (0.849, -1.519, 1.020)

As for the SMILES: [H]/N=C(\C)NC=O. As for the HOMO-LUMO gap: 10.620 eV. Its total energy is -302.5943 a.u. The HOMO energy is -9.90 eV. The spin multiplicity is 1.

=====

Computed, not measured: 2 unconnected molecules or ions with the total composition C4H3Cl2N, with ωB97M-V/def2-TZVPD.

Element x y z (Å)
C (-2.753, 0.263, 0.022)
C (-0.644, -0.820, -0.132)
C (0.186, 0.165, 0.086)
C (1.684, 0.074, 0.068)
N (-3.680, 0.915, 0.029)
Cl (-0.683, -2.474, -0.119)
Cl (-0.249, 1.811, -0.103)
H (2.015, 0.877, 0.740)
H (2.032, 0.122, -1.076)
H (2.092, -0.933, 0.486)

As for the HOMO-LUMO gap: 8.625 eV. Its total energy is -1129.1692 a.u. The HOMO energy is -10.48 eV. The spin multiplicity is 1.

=====

Computed, not measured: a single CH3N5O molecule, with ωB97M-V/def2-TZVPD.

Element x y z (Å)
C (-0.698, -0.623, 0.122)
O (-0.537, 0.435, 1.003)
N (-0.233, -0.036, 2.210)
N (0.318, -1.302, 2.377)
N (0.506, -1.343, 3.653)
N (0.189, -0.189, 4.163)
N (-0.187, 0.624, 3.288)
H (0.273, -1.071, -0.116)
H (-0.908, -0.090, -0.811)
H (-1.449, -1.249, 0.656)

As for the SMILES: COn1nnnn1. As for the HOMO-LUMO gap: 11.727 eV. Its total energy is -388.7553 a.u. The HOMO energy is -11.06 eV. The spin multiplicity is 1.

=====

Computed, not measured: 2 unconnected molecules or ions with the total composition C3H10N2O3, with ωB97M-V/def2-TZVPD.

Element x y z (Å)
N (-0.673, -2.209, -0.192)
C (0.522, -1.671, 0.397)
C (0.685, -0.003, 0.674)
O (1.845, 0.202, 1.219)
N (-0.192, 1.016, 0.390)
C (-1.631, 0.634, 0.202)
O (-1.779, 0.229, -1.204)
H (-1.002, -1.793, -1.092)
H (-1.424, -2.137, 0.449)
H (1.221, -1.709, -0.474)
H (0.760, -2.236, 1.392)
H (0.052, 2.016, 0.646)
H (-1.767, -0.258, 0.758)
H (-2.278, 1.401, 0.383)
H (-1.577, 1.061, -1.716)
O (2.271, 2.156, -0.791)
H (2.537, 1.244, -1.165)
H (2.427, 2.059, 0.124)

As for the SMILES: NCC(=O)NCO.O. As for the HOMO-LUMO gap: 9.402 eV. Its total energy is -455.4839 a.u. The HOMO energy is -8.92 eV. The spin multiplicity is 1.

=====

Respective max |F| values: 4.863; 3.107; 0.402; 1.133; 1.851; 6.030; 4.072; 5.226 eV/Å.